(1)
A structure of composition C21H26BrF6HfN2O6S2Se2, computed with wB97M-V/def2-TZVPD.

Last column: natural (NBO) charge in e.
Atoms and positions in Å:
Hf (0.701, 0.858, 0.006)  1.70
C (-1.528, -2.659, 3.663)  -0.64
C (-0.392, -2.362, 2.730)  0.05
C (-0.442, -2.742, 1.395)  -0.22
C (0.592, -2.451, 0.512)  0.03
C (0.543, -2.973, -0.896)  -0.66
C (1.696, -1.731, 0.999)  -0.34
C (1.814, -1.419, 2.367)  0.00
C (3.132, -0.959, 2.927)  -0.65
C (0.747, -1.705, 3.205)  -0.20
H (-1.194, -3.282, 4.494)  0.24
H (-2.338, -3.176, 3.152)  0.23
H (-1.923, -1.734, 4.085)  0.24
H (-1.308, -3.284, 1.032)  0.23
H (0.440, -4.058, -0.875)  0.25
H (1.444, -2.737, -1.454)  0.24
H (-0.326, -2.586, -1.432)  0.23
H (2.576, -1.624, 0.368)  0.24
H (3.715, -1.837, 3.211)  0.25
H (3.010, -0.354, 3.826)  0.22
H (3.721, -0.404, 2.197)  0.22
H (0.818, -1.463, 4.261)  0.22
O (-4.155, 2.635, -1.707)  -0.73
C (-3.994, 3.330, -0.482)  -0.05
C (-2.621, 2.963, 0.110)  -0.16
C (-2.485, 3.640, 1.479)  -0.07
O (-3.353, 3.098, 2.456)  -0.72
C (-2.599, 1.437, 0.223)  -0.50
Se (-1.337, 0.575, 1.496)  -0.17
C (-1.594, 3.522, -0.870)  -0.51
Se (0.318, 3.357, -0.383)  -0.18
H (-4.999, 2.873, -2.102)  0.49
H (-4.778, 3.045, 0.229)  0.17
H (-4.042, 4.414, -0.635)  0.17
H (-2.627, 4.722, 1.368)  0.18
H (-1.473, 3.479, 1.850)  0.20
H (-4.220, 3.508, 2.393)  0.47
H (-2.477, 0.975, -0.754)  0.24
H (-3.555, 1.096, 0.616)  0.25
H (-1.722, 4.602, -0.949)  0.24
H (-1.743, 3.096, -1.858)  0.25
Br (2.130, 2.503, 5.432)  0.15
C (2.632, 2.588, 3.628)  -0.13
C (3.650, 3.423, 3.195)  -0.14
C (3.972, 3.427, 1.847)  -0.22
C (3.277, 2.606, 0.985)  0.08
N (2.302, 1.787, 1.410)  -0.61
C (1.978, 1.787, 2.713)  0.05
H (4.177, 4.053, 3.898)  0.25
H (4.753, 4.067, 1.461)  0.25
H (3.490, 2.609, -0.075)  0.23
H (1.176, 1.131, 3.027)  0.25
F (1.657, 2.342, -3.575)  -0.28
C (0.727, 1.489, -3.977)  0.78
F (0.946, 1.119, -5.215)  -0.27
F (-0.477, 2.040, -3.873)  -0.29
S (0.759, -0.020, -2.858)  2.24
O (-0.288, 0.248, -1.835)  -0.99
O (0.610, -1.153, -3.688)  -0.83
N (2.029, 0.059, -1.903)  -1.30
S (3.440, -0.507, -2.558)  2.25
O (3.568, -0.032, -3.892)  -0.88
O (3.605, -1.873, -2.201)  -0.88
C (4.682, 0.399, -1.536)  0.74
F (4.382, 0.256, -0.235)  -0.31
F (5.868, -0.118, -1.774)  -0.27
F (4.688, 1.695, -1.826)  -0.30

HOMO level = -11.16 eV
charge = +1
frontier orbital gap = 7.227 eV
total energy = -10197.10481 Eh
energy above the lowest of the compared OMol25 structures with the same formula, charge and spin = 70.6 kJ/mol

=====

(2)
An isolated molecule of C5H9N, computed with wB97M-V/def2-TZVPD.

Last column: natural (NBO) charge in e.
Atoms and positions in Å:
C (0.390, -1.761, 0.348)  -0.61
C (0.674, -0.269, 0.429)  -0.21
C (0.530, 0.479, -0.929)  -0.50
C (-0.717, 1.157, -0.369)  0.34
N (-1.650, 1.884, -0.808)  -0.61
C (-0.491, 0.579, 1.015)  -0.48
H (0.331, -2.208, 1.347)  0.21
H (1.173, -2.284, -0.214)  0.21
H (-0.567, -1.946, -0.158)  0.20
H (1.635, -0.091, 0.924)  0.20
H (0.371, -0.155, -1.810)  0.22
H (1.341, 1.184, -1.147)  0.23
H (-1.505, 2.078, -1.802)  0.33
H (-0.180, 1.336, 1.743)  0.23
H (-1.335, 0.018, 1.431)  0.23

SMILES = CC1CC(=N)C1
HOMO level = -9.68 eV
charge = 0
frontier orbital gap = 10.727 eV
total energy = -250.63381 Eh
energy above the lowest of the compared OMol25 structures with the same formula, charge and spin = 87.0 kJ/mol

=====

(3)
A cluster of 3 separate species, C35H65BF9O12 in total, computed with wB97M-V/def2-TZVPD.

Last column: Löwdin charge in e.
Atoms and positions in Å:
C (0.440, 5.109, 0.922)  -0.07
C (-0.148, 3.970, 0.081)  -0.30
O (-1.497, 3.768, 0.379)  -0.14
C (-1.848, 2.393, 0.583)  -0.18
C (-3.308, 2.222, 0.222)  -0.22
O (-3.780, 0.960, 0.554)  0.01
B (-3.863, 0.038, -0.593)  -0.87
C (-4.903, 0.529, -1.774)  -0.06
C (-6.033, 1.423, -1.246)  -0.18
C (-7.417, 0.881, -1.606)  -0.09
C (-8.498, 1.408, -0.708)  -0.43
F (-8.591, 2.764, -0.836)  0.10
F (-8.249, 1.155, 0.604)  0.11
C (-9.922, 0.816, -1.016)  -0.46
F (-9.990, 0.278, -2.258)  0.14
F (-10.245, -0.156, -0.116)  0.12
F (-10.882, 1.782, -0.921)  0.13
O (-4.309, -1.317, -0.162)  0.01
C (-3.419, -2.246, -0.669)  -0.14
C (-2.052, -1.503, -0.697)  -0.36
C (-1.162, -2.013, -1.827)  -0.10
C (0.055, -1.118, -2.095)  -0.17
C (0.347, -0.914, -3.600)  -0.18
C (1.761, -1.352, -3.984)  -0.21
C (2.798, -0.236, -3.798)  -0.20
C (3.479, -0.283, -2.425)  -0.21
C (4.773, 0.522, -2.412)  -0.16
C (5.724, 0.201, -1.240)  -0.17
O (5.287, -0.861, -0.390)  -0.01
C (4.787, -0.529, 0.827)  -0.49
C (4.029, 0.768, 0.982)  0.02
O (4.922, -1.307, 1.764)  0.08
C (-1.466, -1.528, 0.741)  -0.34
F (-1.114, -0.270, 1.137)  0.11
F (-2.391, -1.971, 1.644)  0.10
C (-0.229, -2.391, 1.015)  -0.28
F (-0.360, -3.634, 0.476)  0.08
F (0.909, -1.816, 0.550)  0.07
O (-2.470, -0.239, -1.102)  0.06
H (1.459, 4.865, 1.199)  0.06
H (-0.154, 5.180, 1.823)  0.07
H (0.433, 6.055, 0.397)  0.06
H (0.454, 3.082, 0.260)  0.10
H (-0.032, 4.217, -0.976)  0.11
H (-1.661, 2.086, 1.607)  0.13
H (-1.267, 1.794, -0.109)  0.10
H (-3.878, 2.973, 0.780)  0.13
H (-3.418, 2.478, -0.835)  0.13
H (-5.311, -0.359, -2.244)  0.09
H (-4.370, 1.072, -2.557)  0.09
H (-5.987, 1.546, -0.169)  0.11
H (-5.940, 2.418, -1.666)  0.11
H (-7.440, -0.203, -1.621)  0.13
H (-7.685, 1.220, -2.603)  0.13
H (-3.443, -3.189, -0.130)  0.13
H (-3.705, -2.453, -1.709)  0.13
H (-0.871, -3.056, -1.732)  0.12
H (-1.790, -1.952, -2.705)  0.11
H (-0.084, -0.156, -1.621)  0.11
H (0.928, -1.611, -1.688)  0.08
H (0.301, 0.151, -3.803)  0.10
H (-0.394, -1.409, -4.216)  0.10
H (1.798, -1.673, -5.022)  0.10
H (2.076, -2.203, -3.385)  0.10
H (2.327, 0.731, -3.932)  0.11
H (3.578, -0.352, -4.547)  0.10
H (3.651, -1.321, -2.178)  0.12
H (2.808, 0.161, -1.698)  0.10
H (5.297, 0.306, -3.337)  0.10
H (4.547, 1.582, -2.425)  0.11
H (6.656, -0.139, -1.670)  0.12
H (5.977, 1.088, -0.676)  0.10
H (4.718, 1.603, 0.990)  0.08
H (3.560, 0.730, 1.952)  0.09
H (3.283, 0.898, 0.211)  0.08
H (-0.128, -2.507, 2.094)  0.16
C (-9.485, -1.300, 2.670)  -0.11
O (-8.845, -2.549, 2.808)  -0.19
C (-8.594, -3.174, 1.562)  -0.20
C (-7.361, -4.051, 1.615)  -0.19
O (-6.143, -3.338, 1.593)  -0.12
C (-5.731, -2.658, 2.770)  -0.17
C (-5.208, -3.568, 3.856)  -0.19
O (-6.258, -4.268, 4.517)  -0.20
C (-5.871, -5.541, 4.968)  -0.13
H (-10.507, -1.417, 2.291)  0.08
H (-9.526, -0.841, 3.657)  0.09
H (-8.923, -0.639, 2.001)  0.07
H (-8.452, -2.421, 0.778)  0.12
H (-9.464, -3.795, 1.303)  0.12
H (-7.354, -4.641, 0.693)  0.13
H (-7.409, -4.754, 2.451)  0.12
H (-6.514, -1.998, 3.146)  0.13
H (-4.900, -2.024, 2.452)  0.12
H (-4.682, -2.958, 4.602)  0.13
H (-4.496, -4.275, 3.415)  0.12
H (-5.449, -6.139, 4.151)  0.09
H (-6.762, -6.046, 5.340)  0.08
H (-5.138, -5.471, 5.781)  0.08
C (12.878, 3.923, -1.209)  -0.12
O (11.788, 3.567, -0.392)  -0.20
C (10.533, 3.858, -0.984)  -0.20
C (9.461, 2.905, -0.505)  -0.18
O (9.522, 1.608, -1.077)  -0.13
C (10.561, 0.737, -0.655)  -0.18
C (10.382, 0.179, 0.739)  -0.20
O (10.672, 1.151, 1.730)  -0.20
C (9.904, 0.990, 2.901)  -0.11
H (12.954, 5.012, -1.318)  0.09
H (13.783, 3.554, -0.729)  0.09
H (12.795, 3.464, -2.200)  0.09
H (10.601, 3.795, -2.077)  0.13
H (10.247, 4.881, -0.707)  0.13
H (8.502, 3.309, -0.838)  0.13
H (9.433, 2.860, 0.585)  0.12
H (11.542, 1.199, -0.776)  0.12
H (10.514, -0.107, -1.347)  0.13
H (11.072, -0.666, 0.870)  0.13
H (9.356, -0.188, 0.848)  0.13
H (8.833, 0.964, 2.672)  0.09
H (10.100, 1.847, 3.544)  0.09
H (10.181, 0.075, 3.436)  0.09

HOMO level = -5.33 eV
charge = -1
frontier orbital gap = 7.203 eV
total energy = -3199.17455 Eh

=====

(4)
A cluster of 9 separate species, C18H36Br18 in total, computed with wB97M-V/def2-TZVPD.

Last column: Löwdin charge in e.
Atoms and positions in Å:
Br (6.088, 1.015, 1.946)  0.58
C (5.462, 2.092, 0.418)  -0.66
C (3.926, 2.253, 0.298)  -0.63
Br (3.271, 2.787, -1.506)  0.61
H (5.854, 1.568, -0.464)  0.05
H (5.951, 3.073, 0.419)  0.06
H (3.510, 3.006, 0.943)  0.04
H (3.388, 1.367, 0.598)  0.03
Br (2.071, -0.649, 3.750)  0.60
C (2.272, 0.809, 5.087)  -0.64
C (0.942, 1.142, 5.681)  -0.66
Br (-0.269, 2.050, 4.403)  0.63
H (2.789, 1.632, 4.589)  0.06
H (2.834, 0.405, 5.942)  0.07
H (0.973, 1.846, 6.508)  0.06
H (0.447, 0.226, 5.986)  0.05
Br (-6.011, 3.198, 0.354)  0.66
C (-4.494, 2.796, -0.776)  -0.75
C (-3.686, 4.011, -1.151)  -0.69
Br (-2.326, 3.467, -2.418)  0.63
H (-4.782, 2.250, -1.674)  0.05
H (-3.837, 2.085, -0.230)  0.03
H (-3.179, 4.612, -0.395)  0.03
H (-4.347, 4.703, -1.680)  0.06
Br (4.144, -3.511, -4.384)  0.63
C (2.604, -3.622, -3.187)  -0.73
C (2.574, -5.032, -2.671)  -0.73
Br (0.835, -5.585, -2.060)  0.67
H (1.743, -3.440, -3.814)  -0.04
H (2.810, -2.830, -2.495)  -0.02
H (3.337, -5.191, -1.937)  0.02
H (2.731, -5.713, -3.528)  0.04
Br (1.419, -4.288, 2.403)  0.60
C (2.636, -4.261, 0.855)  -0.72
C (3.634, -3.155, 1.060)  -0.76
Br (4.981, -3.262, -0.286)  0.70
H (2.015, -4.175, -0.035)  -0.05
H (3.160, -5.228, 0.888)  0.06
H (4.104, -3.224, 2.026)  0.05
H (3.242, -2.153, 1.017)  0.00
Br (-0.542, -2.104, -4.418)  0.64
C (-0.463, -0.152, -4.769)  -0.63
C (-1.812, 0.416, -5.156)  -0.67
Br (-1.720, 2.317, -5.734)  0.57
H (0.252, -0.065, -5.577)  0.05
H (-0.091, 0.376, -3.889)  0.05
H (-2.481, 0.395, -4.287)  0.03
H (-2.367, -0.162, -5.910)  0.06
Br (-4.915, 2.689, 4.497)  0.58
C (-4.207, 4.349, 3.699)  -0.71
C (-2.758, 4.296, 3.322)  -0.71
Br (-2.310, 5.986, 2.413)  0.62
H (-4.386, 5.080, 4.467)  0.04
H (-4.857, 4.572, 2.856)  0.01
H (-2.486, 3.528, 2.594)  -0.01
H (-2.110, 4.116, 4.194)  0.01
Br (-3.253, -0.969, -1.255)  0.69
C (-3.825, -2.832, -1.135)  -0.67
C (-2.606, -3.708, -1.008)  -0.71
Br (-3.109, -5.574, -1.273)  0.62
H (-4.449, -3.004, -2.003)  0.05
H (-4.492, -2.913, -0.278)  0.06
H (-2.244, -3.626, 0.008)  0.06
H (-1.878, -3.467, -1.774)  0.00
Br (-0.437, 2.648, 0.738)  0.63
C (0.054, 1.096, -0.339)  -0.70
C (-0.036, -0.231, 0.373)  -0.63
Br (0.870, -1.584, -0.743)  0.70
H (1.089, 1.301, -0.633)  -0.03
H (-0.543, 1.064, -1.238)  0.02
H (-1.058, -0.609, 0.386)  -0.01
H (0.359, -0.306, 1.393)  0.01

SMILES = BrCCBr.BrCCBr.BrCCBr.BrCCBr.BrCCBr.BrCCBr.BrCCBr.BrCCBr.BrCCBr
HOMO level = -9.91 eV
charge = 0
frontier orbital gap = 10.025 eV
total energy = -47039.72675 Eh
energy above the lowest of the compared OMol25 structures with the same formula, charge and spin = 52.2 kJ/mol

=====

Q: The lowest total energy belongs to which entry?
A: C18H36Br18

=====

Q: Number 4 is which compound?
A: C18H36Br18